# 1
Formula: C2H3NO
Source: the Open Molecules 2025 dataset
Level of theory: ωB97M-V/def2-TZVPD

The geometry in ORCA input format:
```
! wB97M-V def2-TZVPD RIJCOSX def2/J DEFGRID3
* xyz 0 1
O -1.22262 0.50287 -0.36621
C -0.22635 -0.46152 -0.03394
C 1.14158 0.11205 0.00777
N 2.15934 0.67194 -0.01309
H -1.03836 1.22987 0.24498
H -0.20331 -1.27218 -0.77383
H -0.61028 -0.78304 0.93432
*
```

**Max |F|**: 1.76 eV/Å
**HOMO energy**: -11.45 eV
**SMILES**: N#CCO

Mulliken charges, unit e, in atom order: O -0.49; C -0.23; C 0.25; N -0.34; H 0.32; H 0.25; H 0.25



# 2
Formula: C39H39N6OP2RuS
Source: the Open Molecules 2025 dataset
Level of theory: ωB97M-V/def2-TZVPD

The geometry in ORCA input format:
```
! wB97M-V def2-TZVPD RIJCOSX def2/J DEFGRID3
* xyz 2 6
Ru -0.04482 0.06420 0.25978
C 4.33356 1.50130 0.29668
C 2.93095 1.18500 -0.10354
N 2.22630 0.28885 0.48612
N 2.85327 -0.38524 1.51201
C 2.05900 -0.65192 2.49801
N 2.53688 -1.34227 3.55603
S 0.34922 -0.22833 2.58325
C 2.26008 1.90952 -1.20787
C 2.98418 2.66636 -2.11466
C 2.32106 3.29703 -3.15857
C 0.95188 3.15399 -3.25024
C 0.30369 2.38057 -2.29918
N 0.92397 1.76336 -1.29968
H 4.41747 1.47553 1.38040
H 4.64995 2.47473 -0.06515
H 5.01602 0.73858 -0.08534
H 3.53380 -1.47879 3.61775
H 2.00078 -1.38302 4.40520
H 4.05620 2.75158 -2.02266
H 2.87030 3.88312 -3.88294
H 0.38164 3.62409 -4.03880
H -0.76592 2.25784 -2.35170
O 0.23055 -0.65296 -2.11372
C -0.10583 -2.01266 -2.37992
C 0.44414 -2.92134 -1.31566
C 0.77745 -4.23276 -1.60774
C 1.22297 -5.05708 -0.58640
C 1.32142 -4.53233 0.69021
C 0.98179 -3.20632 0.89394
N 0.55100 -2.40412 -0.08449
H 1.17243 -0.52411 -2.28852
H 0.23791 -2.31088 -3.37058
H -1.19589 -2.04734 -2.38471
H 0.69108 -4.59679 -2.62330
H 1.49251 -6.08549 -0.78607
H 1.66426 -5.13110 1.52204
H 1.04312 -2.77322 1.88193
C -3.14909 0.97669 -1.50627
N -2.62681 0.68328 -0.15390
P -2.49981 1.86154 1.16614
C -1.59807 3.26268 0.43312
C -2.07789 4.13523 -0.54882
C -1.31496 5.21076 -0.96730
C -0.06146 5.44164 -0.40514
C 0.41759 4.60051 0.58450
C -0.34963 3.51945 1.00475
C -4.16238 2.52627 1.50096
C -5.10793 3.03284 0.60072
C -6.30602 3.55560 1.05679
C -6.57880 3.60336 2.41858
C -5.64625 3.12811 3.32517
C -4.45232 2.58810 2.86776
P -2.44124 -0.98045 0.29272
C -3.59859 -1.98651 -0.66311
C -3.19999 -3.24018 -1.11477
C -4.12513 -4.08705 -1.71160
C -5.44171 -3.68059 -1.85665
C -5.84847 -2.43621 -1.38593
C -4.93510 -1.59301 -0.77997
C -2.99789 -1.30707 1.97620
C -4.11305 -0.75448 2.59525
C -4.50588 -1.21296 3.84223
C -3.80429 -2.23626 4.46560
C -2.70970 -2.81207 3.83650
C -2.30486 -2.34829 2.59472
H -3.98485 1.66553 -1.43678
H -3.51162 0.07314 -1.98750
H -2.37784 1.40207 -2.14066
H -3.05669 3.99021 -0.98482
H -1.70064 5.88547 -1.72076
H 0.52281 6.29503 -0.72456
H 1.37465 4.79557 1.05179
H 0.01437 2.88886 1.80808
H -4.92458 3.04853 -0.46336
H -7.02623 3.94012 0.34680
H -7.51399 4.01970 2.76836
H -5.84458 3.17354 4.38769
H -3.72780 2.21987 3.58610
H -2.18048 -3.57954 -0.97100
H -3.81763 -5.06499 -2.05682
H -6.16161 -4.33882 -2.32432
H -6.88180 -2.13134 -1.48274
H -5.26187 -0.63436 -0.39123
H -4.69464 0.01510 2.10626
H -5.37325 -0.77820 4.32146
H -4.11727 -2.59218 5.43802
H -2.16954 -3.61934 4.31284
H -1.44247 -2.79687 2.11331
*
```

**Max |F|**: 0.67 eV/Å
**HOMO energy (alpha / beta)**: -12.98 / -13.48 eV
**Expectation value of S²**: 8.770

Mulliken charges, unit e, in atom order: Ru 1.38; C -1.80; C 0.14; N 1.63; N -1.49; C 0.32; N -0.31; S -0.43; C 0.26; C -0.83; C -0.87; C -1.05; C -0.29; N 1.29; H 0.44; H 0.53; H 0.29; H 0.27; H 0.24; H 0.51; H 0.46; H 0.55; H -0.10; O -0.30; C -1.06; C 0.68; C -0.99; C -0.55; C -1.15; C -0.31; N 0.96; H 0.31; H 0.55; H 0.13; H 0.53; H 0.45; H 0.49; H 0.39; C -0.65; N 0.72; P 0.09; C 0.97; C -0.12; C -0.85; C -0.69; C -0.73; C -0.55; C 0.96; C -0.39; C -0.90; C -0.56; C -0.74; C -0.47; P 0.58; C 0.72; C -0.53; C -0.72; C -0.77; C -0.68; C -0.33; C 0.95; C -0.27; C -0.85; C -0.77; C -0.62; C -0.87; H 0.17; H 0.53; H -0.40; H 0.16; H 0.49; H 0.47; H 0.51; H 0.49; H 0.06; H 0.46; H 0.42; H 0.46; H 0.43; H 0.49; H 0.50; H 0.41; H 0.48; H 0.40; H 0.58; H 0.50; H 0.42; H 0.49; H 0.31



# 3
Formula: CH4BNO2
Source: the Open Molecules 2025 dataset
Level of theory: ωB97M-V/def2-TZVPD

The geometry in ORCA input format:
```
! wB97M-V def2-TZVPD RIJCOSX def2/J DEFGRID3
* xyz 0 1
B -0.98632 -0.15344 0.68234
C -0.32189 0.05151 -0.72516
N 1.29611 0.03474 -0.00706
O 1.71661 -1.08782 0.01155
O 1.81688 1.08798 0.18521
H -0.77112 0.81738 1.38273
H -1.78921 -1.02977 1.07959
H -0.31850 -0.71305 -1.44538
H -0.64257 0.99248 -1.16383
*
```

**Max |F|**: 4.49 eV/Å
**HOMO energy**: -10.71 eV
**SMILES**: BC[N+](=O)[O-]

Mulliken charges, unit e, in atom order: B 0.08; C -0.35; N 0.76; O -0.48; O -0.49; H -0.05; H -0.03; H 0.30; H 0.24



# 4
Formula: C3H9N3O6
Source: the Open Molecules 2025 dataset
Level of theory: ωB97M-V/def2-TZVPD

The geometry in ORCA input format:
```
! wB97M-V def2-TZVPD RIJCOSX def2/J DEFGRID3
* xyz 1 2
C 11.27374 -14.40745 -18.60360
N 11.36810 -15.00242 -17.31375
O 10.63511 -15.96928 -17.09453
O 12.21052 -14.56383 -16.55732
H 12.09367 -13.72812 -18.83669
H 10.29245 -13.94600 -18.71423
H 11.42248 -15.20628 -19.33013
C 10.16556 -16.45852 -23.22259
N 10.83084 -15.54532 -22.21009
O 10.22837 -14.65724 -21.64480
O 12.04303 -15.71275 -22.08843
H 9.15408 -16.05240 -23.21457
H 10.09651 -17.53168 -23.04469
H 10.61166 -16.23534 -24.19176
C 8.30029 -11.43534 -15.42024
N 8.96812 -11.64095 -16.72441
O 9.45897 -10.67636 -17.23346
O 9.20176 -12.80456 -17.07864
H 7.38776 -12.01514 -15.28161
H 8.02705 -10.38085 -15.38187
H 8.92312 -11.71119 -14.56930
*
```

**Max |F|**: 2.43 eV/Å
**HOMO energy (alpha / beta)**: -14.16 / -14.16 eV
**Expectation value of S²**: 0.765

Mulliken charges, unit e, in atom order: C -0.81; N 1.03; O -0.22; O -0.23; H 0.36; H 0.41; H 0.35; C -0.69; N 0.81; O -0.50; O -0.49; H 0.31; H 0.29; H 0.29; C -0.67; N 0.81; O -0.46; O -0.49; H 0.30; H 0.31; H 0.29



# 5
Formula: C3H8NO5P2
Source: the Open Molecules 2025 dataset
Level of theory: ωB97M-V/def2-TZVPD

The geometry in ORCA input format:
```
! wB97M-V def2-TZVPD RIJCOSX def2/J DEFGRID3
* xyz -1 1
C 1.34466 0.00016 -0.56475
C -0.74900 1.12822 -0.26472
C -0.31220 -1.27256 0.31489
N 0.19805 0.11725 0.29185
O 2.84519 1.19501 1.48956
O 2.40512 -1.62565 1.36049
O 3.47430 2.34956 -0.71277
O 2.63678 -2.54596 -1.05280
O 3.79261 -0.22113 -0.33459
P 2.96262 1.10852 -0.10616
P 2.42376 -1.41109 -0.11966
H 1.09419 -0.21559 -1.72543
H -1.10247 0.88360 -1.23694
H -1.56640 1.26031 0.36868
H -0.17407 2.02796 -0.12577
H 0.31970 -1.86734 1.00410
H -1.29258 -1.35271 0.71942
H -0.16589 -1.93460 -0.67221
H 2.53041 0.28996 1.62266
*
```

**Max |F|**: 2.82 eV/Å
**HOMO energy**: -5.90 eV

Mulliken charges, unit e, in atom order: C -0.34; C -1.09; C -1.01; N 0.01; O -0.49; O -0.71; O -0.77; O -0.79; O -0.48; P 0.96; P 0.85; H 0.35; H 0.39; H 0.37; H 0.35; H 0.32; H 0.39; H 0.27; H 0.40



# 6
Formula: CBeNO5S2
Source: the Open Molecules 2025 dataset
Level of theory: ωB97M-V/def2-TZVPD

The geometry in ORCA input format:
```
! wB97M-V def2-TZVPD RIJCOSX def2/J DEFGRID3
* xyz 0 2
Be 0.71279 1.02239 0.35955
N -1.08348 0.67840 -0.28577
S -0.97390 -0.57164 0.86430
O 0.34971 -0.12791 1.55487
S -1.61292 2.13567 0.21589
O -0.27767 2.88495 0.53047
O -0.57904 -1.77659 -0.06138
C 0.94505 -1.57746 -0.87821
O 1.85060 -1.07550 -0.25749
O 0.66887 -1.59231 -2.04223
*
```

**Max |F|**: 4.82 eV/Å
**HOMO energy (alpha / beta)**: -9.89 / -10.44 eV
**Expectation value of S²**: 0.754

Mulliken charges, unit e, in atom order: Be 0.54; N -0.24; S 0.65; O -0.32; S 0.45; O -0.46; O -0.37; C 0.74; O -0.53; O -0.47



# 7
Formula: C5H10O
Source: the Open Molecules 2025 dataset
Level of theory: ωB97M-V/def2-TZVPD

The geometry in ORCA input format:
```
! wB97M-V def2-TZVPD RIJCOSX def2/J DEFGRID3
* xyz 0 1
C -1.76494 -0.06866 0.95105
C -1.02248 0.43496 -0.26736
C -0.02932 1.57544 -0.10972
C 0.43485 0.20310 -0.43794
C 1.32340 -0.66993 0.23354
O 2.13681 -1.20751 -1.30123
H -2.06654 -1.11713 0.83353
H -1.13018 -0.00601 1.84412
H -2.67207 0.51756 1.14185
H -1.62790 0.45749 -1.17529
H 0.00431 2.34837 -0.87570
H 0.10559 1.95992 0.90230
H 1.31003 -0.42214 -1.51997
H 2.21680 -0.28520 0.72038
H 0.99032 -1.63747 0.61355
H 1.79132 -2.08279 -1.55310
*
```

**Max |F|**: 0.34 eV/Å
**HOMO energy**: -8.01 eV

Mulliken charges, unit e, in atom order: C -1.44; C 0.20; C -0.77; C -0.11; C -0.44; O -0.59; H 0.32; H 0.32; H 0.36; H 0.34; H 0.23; H 0.25; H 0.47; H 0.25; H 0.27; H 0.35



Which of these has the highest max |F|?
CBeNO5S2



Among the records above, which one has the highest max |F|?
CBeNO5S2